# 1
Density functional theory data (the ωB97M-V functional and the def2-TZVPD basis) for C25H23N7O3SnTe as an isolated structure.

ORCA input file:
```
! RIJCOSX wB97M-V def2-TZVPD def2/J DEFGRID3
* xyz 0 1
C -0.35 -5.05 2.03
N -2.34 2.82 -0.62
H 0.46 -6.45 3.44
H -0.40 0.83 4.18
H -4.10 3.59 -2.40
N -0.33 1.59 -2.98
C 5.70 -1.16 -3.09
H -4.78 -0.46 2.28
C -3.76 0.59 3.86
C 3.85 -2.83 -1.72
H 2.95 -3.42 -1.80
H -0.95 -5.79 1.52
H 5.29 -1.18 -4.10
H -4.68 0.90 4.34
N 3.43 0.59 -4.87
C 0.40 -2.77 2.25
C 4.69 -0.53 -2.15
C -4.00 4.29 -1.59
C -2.65 -0.57 2.07
N 1.22 -0.61 -1.85
C -3.70 6.06 0.54
H -3.59 6.75 1.37
C -3.11 4.03 -0.56
H -2.70 -1.16 1.16
H -2.26 4.65 1.31
N 3.54 -1.43 -2.05
H -0.98 -3.45 0.75
C -4.74 5.46 -1.55
C -4.59 6.35 -0.49
H 1.79 -2.40 3.84
H 4.23 -2.88 -0.69
H -5.43 5.68 -2.35
H 4.50 -3.37 -3.69
O -2.80 1.83 -1.36
H -5.17 7.26 -0.46
H 5.26 -4.31 -2.39
O -0.67 1.61 -0.07
C 2.32 -0.98 -1.94
O 6.05 -2.47 -2.66
C 2.35 1.01 -4.86
Te 0.36 -0.76 1.60
C 0.44 -5.42 3.10
N 1.13 1.51 -4.92
C 0.39 1.53 -3.90
C -1.41 -0.22 2.60
H 6.63 -0.58 -3.09
H 5.13 -0.39 -1.16
H 4.35 0.43 -2.55
C -0.37 -3.73 1.60
C -2.95 4.90 0.51
Sn -1.33 0.22 -1.61
C -3.82 -0.18 2.70
H 1.84 -4.75 4.59
C 1.22 -4.47 3.75
C 4.92 -3.32 -2.68
C 1.19 -3.14 3.33
N -1.27 2.74 0.04
C -1.36 0.54 3.76
C -2.53 0.94 4.39
H -2.49 1.54 5.29
*
```

Summary:
lowest unoccupied orbital energy	0.1	eV
energy relative to the best compared isomer or geometry (same formula, charge and spin)	0.250	eV
HOMO	-8.0474	eV
gap between HOMO and LUMO	0.299	Ha

=====

# 2
Density functional theory data (the ωB97M-V functional and the def2-TZVPD basis) for the molecule C25H23N7OS in a non-equilibrium geometry.

ORCA input file:
```
! RIJCOSX wB97M-V def2-TZVPD def2/J DEFGRID3
* xyz 0 1
C -1.43 -1.83 -2.71
N -1.16 5.02 -0.27
C -0.03 -2.19 -2.30
N -1.52 -2.27 3.73
C -1.00 -1.62 1.49
N -1.50 0.64 0.76
H -2.92 5.20 3.89
C 2.54 -0.90 0.24
C -0.41 0.80 -1.06
H 0.27 2.43 3.19
C 2.57 -2.76 -1.44
C -0.40 3.20 2.85
H -1.42 -0.81 -3.11
H -0.40 -3.23 0.17
H 1.85 -0.19 0.69
H 3.37 0.45 -1.23
H -2.80 5.94 1.53
O 1.45 2.18 0.84
C -1.34 3.78 3.69
H 0.28 -3.77 -3.70
H 1.32 3.61 -2.59
N -0.20 -0.47 -0.61
C -0.33 3.62 1.53
S 0.32 1.45 -2.50
H 2.54 -4.29 -2.93
C 1.20 2.92 -1.76
H -1.65 -0.33 3.08
H -2.09 -3.77 -3.40
H 4.10 0.59 0.37
C -1.20 4.61 1.05
C -2.06 -2.75 -3.76
N -0.40 4.49 -1.08
C -2.20 4.77 3.22
H -3.07 -2.42 -3.96
H 2.92 -1.55 1.03
H 2.15 2.55 -1.37
C 0.60 3.02 0.59
C 0.71 -3.20 -2.90
C 1.99 -3.49 -2.46
C 1.87 -1.73 -0.82
H -1.33 -4.24 4.22
H 3.57 -2.99 -1.11
N -1.21 1.45 -0.25
C 3.71 -0.11 -0.37
C -2.14 5.19 1.91
H -0.60 -4.95 1.94
C -0.71 -2.95 1.17
C -0.82 -3.91 2.15
H 4.51 -0.77 -0.69
C -1.41 -1.35 2.80
H -1.50 -2.71 -4.69
N 0.46 3.53 -0.71
C -0.91 -0.52 0.56
C 0.57 -1.48 -1.25
C -1.23 -3.52 3.42
H -1.40 3.46 4.72
H -2.07 -1.82 -1.82
*
```

Summary:
lowest unoccupied orbital energy	0.2	eV
SMILES string	CCc1cccc(CC)c1-n1c(SCn2nnc3ccccc3c2=O)nnc1-c1cccnc1
HOMO	-8.6138	eV
gap between HOMO and LUMO	0.322	Ha